[1]
Molecular formula: C27H36O11Si2
Method: DFT, ωB97M-V/def2-TZVPD

Values from the calculation:
Kohn-Sham gap = 8.2 eV
lowest unoccupied orbital energy = -1.6 eV
maximum force = 0.0125 hartree/bohr
E = -2457.0057 a.u.

The geometry in ORCA input format:
```
! RIJCOSX wB97M-V def2-TZVPD def2/J DEFGRID3
* xyz 0 1
C 4.177 -3.364 -0.085
C 3.082 -2.317 -0.219
O 1.962 -2.928 -0.851
C 0.729 -2.325 -0.537
C -0.360 -3.015 -1.364
O -1.355 -3.564 -0.509
C -2.682 -3.466 -0.986
Si -3.844 -3.360 0.477
O -3.667 -1.899 1.226
Si -2.267 -1.120 1.629
O -2.620 0.271 2.419
C -2.818 1.489 1.718
C -1.460 2.184 1.518
O -1.407 3.017 0.369
C -2.335 4.099 0.337
C -3.305 3.912 -0.835
H 4.053 -3.965 0.823
H 5.161 -2.879 -0.052
H 4.157 -4.050 -0.939
H 3.425 -1.458 -0.830
H 2.783 -1.922 0.768
H 0.768 -1.240 -0.742
H 0.490 -2.455 0.535
H -0.837 -2.323 -2.074
H 0.112 -3.823 -1.946
H -2.976 -4.336 -1.608
H -2.801 -2.569 -1.621
H -5.233 -3.486 -0.010
H -3.526 -4.449 1.425
H -1.531 -0.799 0.378
H -1.468 -1.964 2.534
H -3.290 1.315 0.735
H -3.510 2.091 2.321
H -0.696 1.412 1.363
H -1.187 2.771 2.413
H -1.743 5.020 0.205
H -2.860 4.192 1.297
H -3.585 2.854 -0.922
H -2.811 4.199 -1.773
H -4.220 4.508 -0.741
C -0.095 -7.026 -0.117
C 1.026 -6.381 0.192
C 2.282 -7.120 0.471
O 3.302 -6.533 0.760
C 2.245 -8.603 0.379
C 1.124 -9.247 0.069
C -0.137 -8.508 -0.202
O -1.159 -9.094 -0.487
H -1.023 -6.506 -0.322
H 1.086 -5.299 0.244
H 3.178 -9.113 0.583
H 1.066 -10.326 -0.001
C 1.552 5.659 4.831
C 2.553 6.431 4.418
C 2.838 6.615 2.971
O 3.752 7.321 2.600
C 1.965 5.905 2.002
C 0.962 5.134 2.416
C 0.677 4.951 3.862
O -0.236 4.248 4.246
H 1.322 5.506 5.878
H 3.206 6.960 5.101
H 2.190 6.046 0.955
H 0.316 4.605 1.723
C 1.218 4.739 -5.099
C 1.624 4.998 -3.860
C 0.923 4.419 -2.686
O 1.282 4.670 -1.555
C -0.240 3.534 -2.943
C -0.648 3.281 -4.184
C 0.047 3.862 -5.360
O -0.323 3.629 -6.490
H 1.707 5.149 -5.974
H 2.470 5.637 -3.641
H -0.718 3.116 -2.064
H -1.497 2.645 -4.402
*
```

---

[2]
Molecular formula: C27H37BeBr2ClFLiN2O10P2S
Method: DFT, ωB97M-V/def2-TZVPD

Values from the calculation:
Kohn-Sham gap = 2.0 eV
lowest unoccupied orbital energy = -4.5 eV
maximum force = 0.1110 hartree/bohr
E = -8723.4997 a.u.

The geometry in ORCA input format:
```
! RIJCOSX wB97M-V def2-TZVPD def2/J DEFGRID3
* xyz 0 1
C -0.095 -0.563 2.898
P -0.434 -0.912 1.041
C -0.733 -2.704 1.643
C -2.291 -3.103 1.793
C -3.010 -3.380 0.367
O -4.257 -3.453 0.284
O -2.224 -3.523 -0.840
C 1.402 -1.314 0.528
C 2.518 -0.495 1.246
C 4.000 -0.822 0.831
C 4.200 -1.933 -0.263
C 2.917 -2.581 -0.848
N 1.559 -2.304 -0.494
O 0.121 0.761 0.804
C -0.980 1.573 0.265
C -0.470 2.465 -0.973
O 0.599 3.404 -0.657
C 0.325 4.222 0.494
C -0.962 5.113 0.480
C -1.260 5.961 1.760
C -0.267 5.871 2.947
C 1.016 4.984 2.961
C 1.317 4.133 1.685
C -2.182 0.525 -0.099
P -3.869 1.443 -0.055
O -3.735 2.892 -0.924
O -5.057 0.493 -0.875
S -4.351 1.818 1.786
O -2.121 -0.411 1.026
H -1.036 -0.915 3.476
H 0.790 -1.124 3.347
H 0.001 0.587 3.072
H -0.688 -1.183 -0.354
H -0.274 -3.507 0.943
H -0.259 -2.921 2.676
H -2.295 -4.137 2.318
H -2.895 -2.412 2.465
H -2.593 -2.940 -1.540
H 2.374 0.312 2.036
H 4.911 -0.303 1.283
H 5.218 -2.285 -0.639
H 3.089 -3.394 -1.685
H -1.487 2.163 1.125
H -1.312 3.026 -1.502
H -0.046 1.698 -1.733
H -1.644 5.098 -0.431
H -2.202 6.611 1.757
H -0.488 6.499 3.883
H 1.709 4.921 3.877
H 2.211 3.419 1.585
H -2.204 0.085 -1.155
H -4.496 3.515 -0.721
H -4.780 0.360 -1.812
Br 1.594 -3.892 -2.815
C 0.553 -5.367 -3.554
C 1.388 -6.222 -4.475
Br 1.644 -5.359 -6.204
H -0.317 -4.928 -4.044
H 0.223 -5.943 -2.688
H 0.876 -7.159 -4.699
H 2.379 -6.441 -4.079
N 4.139 2.207 4.074
C 4.529 1.463 5.153
C 5.872 1.194 5.021
C 6.307 1.804 3.819
C 5.216 2.424 3.258
H 3.194 2.546 3.905
H 3.821 1.189 5.920
H 6.472 0.623 5.714
H 7.307 1.792 3.410
H 5.114 2.999 2.349
C -4.340 -1.755 -5.190
C -3.849 -0.798 -6.234
O -3.418 0.318 -5.468
C -3.133 -0.138 -4.220
O -2.587 0.509 -3.371
O -3.547 -1.425 -4.057
H -4.192 -2.798 -5.477
H -5.393 -1.600 -4.942
H -2.997 -1.192 -6.796
H -4.633 -0.509 -6.935
Be 2.397 1.891 -0.479
Cl 1.292 1.830 3.522
F -6.125 4.245 -0.969
Li 6.931 -2.837 -0.531
*
```

---

[3]
Molecular formula: C27H37Cl54NO2Si
Method: DFT, ωB97M-V/def2-TZVPD

Values from the calculation:
Kohn-Sham gap = 9.9 eV
lowest unoccupied orbital energy = 0.2 eV
maximum force = 0.0787 hartree/bohr
E = -26395.9959 a.u.

The geometry in ORCA input format:
```
! RIJCOSX wB97M-V def2-TZVPD def2/J DEFGRID3
* xyz 0 1
C 2.575 3.051 3.619
O 3.030 3.856 2.528
C 2.168 4.892 2.164
C 0.786 4.424 1.773
C -0.058 5.442 0.986
C -1.053 4.484 0.306
Si -2.873 4.454 0.835
C -3.546 6.162 1.293
C -3.218 3.283 2.271
C -3.830 3.826 -0.668
C -0.459 3.096 0.426
O -0.953 2.086 0.143
N 0.872 3.254 0.936
H 1.715 3.449 4.137
H 3.363 2.983 4.349
H 2.414 2.050 3.246
H 2.595 5.333 1.266
H 2.138 5.703 2.885
H 0.235 4.325 2.705
H 0.528 5.830 0.158
H -0.450 6.276 1.541
H -1.110 4.659 -0.765
H -4.392 6.413 0.669
H -2.818 6.956 1.198
H -3.889 6.157 2.319
H -2.889 3.670 3.224
H -4.287 3.129 2.286
H -2.750 2.314 2.155
H -4.886 3.757 -0.465
H -3.407 2.875 -0.949
H -3.636 4.546 -1.451
H 1.455 3.589 0.167
C 2.554 0.811 -1.335
Cl 2.146 1.939 -2.627
Cl 2.490 -0.852 -1.916
Cl 4.144 1.180 -0.677
H 1.826 0.914 -0.543
C 4.066 0.210 -6.243
Cl 2.656 0.153 -7.315
Cl 3.625 -0.317 -4.617
Cl 5.372 -0.784 -6.880
H 4.409 1.234 -6.191
C 2.017 -0.307 6.505
Cl 3.740 -0.053 6.173
Cl 1.281 1.200 7.062
Cl 1.132 -0.948 5.118
H 1.940 -1.036 7.300
C -0.826 -2.448 1.415
Cl -2.174 -3.587 1.491
Cl -0.843 -1.364 2.805
Cl 0.711 -3.323 1.314
H -0.938 -1.851 0.520
C -0.727 -7.097 1.552
Cl -2.307 -7.369 0.809
Cl -0.667 -7.810 3.163
Cl 0.563 -7.739 0.535
H -0.583 -6.028 1.648
C 5.574 0.298 2.564
Cl 4.169 -0.766 2.483
Cl 5.450 1.411 3.930
Cl 7.065 -0.644 2.668
H 5.605 0.882 1.654
C 7.681 2.796 6.702
Cl 7.863 3.080 8.435
Cl 6.098 3.328 6.138
Cl 8.968 3.601 5.804
H 7.762 1.733 6.526
C -1.671 5.486 -4.287
Cl -3.137 4.523 -4.479
Cl -1.896 6.709 -3.029
Cl -0.287 4.440 -3.910
H -1.467 5.992 -5.221
C -5.364 -7.793 -1.992
Cl -5.746 -9.394 -2.627
Cl -5.574 -6.547 -3.220
Cl -6.370 -7.419 -0.588
H -4.328 -7.789 -1.684
C 0.265 3.228 -8.015
Cl -1.092 3.749 -7.015
Cl -0.250 2.950 -9.678
Cl 1.574 4.410 -7.954
H 0.637 2.294 -7.616
C -9.472 -4.747 -4.198
Cl -9.065 -3.041 -4.392
Cl -8.442 -5.476 -2.969
Cl -11.180 -4.926 -3.784
H -9.296 -5.246 -5.141
C -6.873 -2.344 3.204
Cl -7.111 -0.608 3.405
Cl -5.901 -2.683 1.770
Cl -6.135 -3.054 4.644
H -7.846 -2.799 3.070
C 11.119 0.952 7.550
Cl 11.156 0.100 9.092
Cl 12.716 0.969 6.803
Cl 9.931 0.225 6.463
H 10.821 1.976 7.735
C 8.371 -2.376 -4.675
Cl 7.856 -4.011 -5.085
Cl 8.679 -1.431 -6.134
Cl 7.164 -1.578 -3.662
H 9.293 -2.443 -4.115
C -11.298 -1.242 3.189
Cl -9.991 -2.296 2.624
Cl -12.584 -2.217 3.892
Cl -10.702 -0.061 4.353
H -11.693 -0.709 2.335
C 12.413 -4.077 -5.319
Cl 12.082 -2.758 -4.189
Cl 12.636 -5.596 -4.452
Cl 11.125 -4.220 -6.513
H 13.333 -3.847 -5.839
C 2.040 -3.565 -6.929
Cl 0.633 -3.661 -7.990
Cl 1.619 -4.047 -5.285
Cl 3.366 -4.546 -7.553
H 2.366 -2.538 -6.901
C -14.442 -4.792 0.921
Cl -14.866 -3.091 1.115
Cl -13.467 -5.017 -0.531
Cl -13.580 -5.372 2.347
H -15.349 -5.370 0.815
*
```

---

[4]
Molecular formula: C27H37CsN4O3
Method: DFT, ωB97M-V/def2-TZVPD

Values from the calculation:
energy above the lowest of the compared OMol25 structures with the same formula, charge and spin = 20.69 kcal per mole
Kohn-Sham gap = 6.6 eV
lowest unoccupied orbital energy = 0.1 eV
maximum force = 0.0688 hartree/bohr
E = -1515.9049 a.u.

The geometry in ORCA input format:
```
! RIJCOSX wB97M-V def2-TZVPD def2/J DEFGRID3
* xyz 0 1
Cs 16.056 8.999 8.460
C 18.828 11.655 10.401
C 19.035 10.169 10.135
C 19.654 9.628 9.000
C 19.982 8.280 8.979
C 19.615 7.457 10.040
C 18.909 7.955 11.106
C 18.651 9.315 11.190
H 17.908 12.079 10.044
H 19.646 12.211 9.900
H 18.797 11.804 11.519
H 19.916 10.301 8.223
H 20.494 7.828 8.157
H 19.849 6.422 9.990
H 18.620 7.246 11.908
H 18.187 9.812 12.051
C 14.812 12.590 11.995
C 15.211 12.086 10.562
O 15.423 10.910 10.473
C 15.106 12.920 9.376
C 15.281 14.298 9.557
C 15.227 15.221 8.495
C 14.937 14.691 7.257
C 14.545 13.378 7.076
C 14.672 12.406 8.103
O 14.336 11.181 7.953
H 14.107 13.373 11.907
H 15.742 12.967 12.394
H 14.519 11.746 12.577
H 15.319 14.710 10.589
H 15.353 16.249 8.664
H 14.997 15.337 6.413
H 14.260 13.003 6.071
N 13.978 9.090 5.952
C 14.351 8.469 4.702
C 14.784 7.060 4.903
N 15.756 6.937 6.058
H 12.999 8.922 6.152
H 14.125 10.070 5.935
H 15.239 8.938 4.269
H 13.575 8.459 3.918
H 15.116 6.613 3.967
H 13.943 6.438 5.066
H 16.616 6.434 5.631
H 15.359 6.279 6.700
C 8.540 8.977 7.357
C 8.620 8.100 8.636
N 9.955 7.905 9.130
C 10.521 8.872 10.031
C 9.972 8.903 11.419
C 10.724 7.002 8.416
O 10.472 6.584 7.324
C 11.942 6.388 9.116
C 11.870 5.753 10.370
C 13.028 5.206 10.974
C 14.253 5.275 10.195
N 14.292 5.802 8.972
C 13.165 6.348 8.505
H 7.520 8.934 6.916
H 9.101 8.412 6.602
H 8.879 9.973 7.452
H 8.243 7.086 8.547
H 7.953 8.495 9.442
H 10.286 9.877 9.553
H 11.592 8.889 9.978
H 8.920 9.203 11.501
H 10.619 9.597 11.999
H 10.207 7.948 11.801
H 10.917 5.734 10.898
H 13.037 4.587 11.892
H 15.161 4.799 10.543
H 13.299 6.834 7.530
*
```

---

[5]
Molecular formula: C27H37N4O5S2
Method: DFT, ωB97M-V/def2-TZVPD

Values from the calculation:
energy above the lowest of the compared OMol25 structures with the same formula, charge and spin = 34.99 kcal per mole
Kohn-Sham gap = 7.6 eV
lowest unoccupied orbital energy = -2.8 eV
maximum force = 0.0370 hartree/bohr
E = -2442.3876 a.u.

The geometry in ORCA input format:
```
! RIJCOSX wB97M-V def2-TZVPD def2/J DEFGRID3
* xyz 1 1
C 3.900 1.062 0.391
C 2.650 0.538 -0.303
H 2.186 -0.269 0.275
H 2.898 0.192 -1.308
O 1.685 1.578 -0.512
C 1.206 2.177 0.653
C 1.354 3.547 0.789
C 0.900 4.215 1.919
C 0.274 3.529 2.944
C 0.097 2.166 2.802
C 0.564 1.456 1.671
N 0.268 0.126 1.672
C -0.407 -0.233 2.716
N -1.154 -1.386 2.777
C -1.613 -2.034 1.650
O -2.197 -3.087 1.698
C -1.329 -1.276 0.387
C -0.354 -1.739 -0.489
C 0.148 -0.885 -1.454
C -0.366 0.396 -1.535
C -1.468 0.799 -0.803
C -1.972 -0.060 0.154
H -2.794 0.248 0.781
H -1.862 1.795 -0.930
S 0.536 1.662 -2.396
O 0.216 3.001 -2.050
O 1.719 1.261 -3.074
N -0.663 1.591 -3.973
H -1.611 1.661 -3.581
C -0.374 2.745 -4.820
H -0.487 3.653 -4.231
H 0.660 2.675 -5.154
H -1.040 2.781 -5.681
C -0.608 0.300 -4.667
H -0.007 0.387 -5.572
H -0.132 -0.422 -4.004
C -2.044 -0.165 -4.989
C -2.121 -1.669 -5.266
H -2.932 -1.879 -5.964
H -1.194 -2.056 -5.680
C -2.452 -2.240 -3.887
H -1.550 -2.362 -3.288
C -3.335 -1.141 -3.305
H -4.377 -1.269 -3.616
H -3.291 -1.077 -2.217
O -2.846 0.088 -3.841
H -2.969 -3.194 -3.940
H -2.440 0.431 -5.820
H 0.977 -1.176 -2.079
H 0.066 -2.723 -0.355
C -1.554 -1.911 4.076
C -0.466 -2.756 4.732
H -0.216 -3.592 4.079
H -0.869 -3.170 5.656
C 0.775 -1.937 5.077
N 1.356 -1.277 3.915
C 2.319 -0.267 4.307
H 2.666 0.258 3.417
H 3.188 -0.698 4.819
H 1.847 0.452 4.975
C 1.944 -2.207 2.972
H 1.189 -2.902 2.610
H 2.326 -1.647 2.120
H 2.769 -2.778 3.417
H 1.515 -2.586 5.572
H 0.489 -1.154 5.786
H -1.818 -1.068 4.719
H -2.440 -2.528 3.906
S -0.742 1.079 3.872
H -0.084 4.039 3.823
H 1.038 5.281 1.996
H 1.827 4.086 -0.016
H 4.336 1.872 -0.186
H 3.664 1.433 1.387
H 4.627 0.260 0.477
*
```